Record 1
The following is a DFT calculation (the ωB97M-V functional and the def2-TZVPD basis) of an isolated molecule of C2H4BrNO2 in a non-equilibrium geometry.

- relative energy (zero: lowest compared OMol25 entry of this formula, charge and spin) (kcal/mol) = 77.9
- molecular weight (g mol⁻¹) = 154.0
- total charge = 0
- SMILES = C[C@@H](Br)[N+](=O)[O-]

Structure (XYZ):
```
10
Properties=species:S:1:pos:R:3:forces:R:3:lowdin_charge:R:1
C 1.20452 -0.14152 -0.05894 -0.283 1.009 -0.598 -0.130
C -0.35446 -0.42955 -0.14493 1.411 -0.968 -0.467 -0.585
Br -0.97245 -1.42787 1.48886 0.546 0.325 -1.089 0.681
N -1.15910 0.81667 -0.08249 2.119 -1.089 0.723 -0.499
O -2.31433 0.68081 -0.33999 -1.274 1.168 -0.347 0.073
O -0.50398 1.75711 0.31078 -1.359 1.234 -0.244 0.068
H 1.46212 0.39651 0.90997 -0.495 -0.515 -1.480 0.089
H 1.67326 0.43293 -1.01065 -1.468 -1.261 2.262 0.132
H 1.66318 -1.11558 0.00941 0.278 -0.327 -0.177 0.044
H -0.69875 -0.96951 -1.08203 0.524 0.425 1.415 0.127
```
Forces are in eV/Å.



Record 2
The following is a DFT calculation (the ωB97M-V functional and the def2-TZVPD basis) of a structure of composition C21H51Br2ClLi2N2O12S2 in a non-equilibrium geometry.

- molecular weight (g mol⁻¹) = 796.9
- total charge = 0

Structure (XYZ):
```
93
Properties=species:S:1:pos:R:3:forces:R:3:lowdin_charge:R:1
C 3.57934 -5.89952 -1.71842 0.214 0.156 -0.884 -0.109
C 2.91650 -4.43109 -1.79374 0.366 -1.545 0.087 -0.249
C 3.38835 -3.81162 -3.17304 -0.185 -1.957 0.325 -0.269
N 2.75678 -2.50419 -3.53077 0.388 1.086 0.922 -0.254
S 2.31781 -1.55305 -2.16687 0.566 0.463 0.131 1.098
C 3.43230 -0.06213 -1.97700 1.013 0.512 0.696 -0.325
C 4.79797 -0.40724 -1.20746 1.443 0.305 -0.692 -0.393
C 5.62151 -1.59013 -1.91456 -0.958 -0.361 0.583 -0.079
C 5.74340 0.89949 -1.28783 -0.565 -0.241 -0.134 -0.080
C 0.62182 -0.84207 -2.66981 -0.038 -2.048 1.199 -0.584
C -0.54178 -1.92611 -1.96118 2.822 0.080 3.843 -0.504
C -1.45846 -1.23691 -0.71477 -0.640 -1.758 -0.553 -0.163
O -0.26291 -2.31619 -0.54841 -0.808 -0.046 -4.953 -0.173
H 3.47429 -6.41194 -2.73345 -0.105 0.585 1.358 0.080
H 4.70661 -5.84122 -1.54037 -1.466 0.017 0.056 0.073
H 3.07417 -6.56192 -0.95703 0.596 0.910 -0.784 0.090
H 1.79279 -4.60300 -1.72471 1.313 0.536 -0.305 0.110
H 3.29639 -3.88797 -0.87713 -0.479 -0.240 -1.184 0.072
H 4.51735 -3.81542 -3.18181 -1.139 0.455 -0.014 0.105
H 3.06460 -4.55162 -3.97969 0.253 1.083 1.005 0.137
H 3.34055 -1.95437 -4.17438 -0.345 -0.316 0.249 0.078
H 2.90353 0.70493 -1.31613 0.196 -1.164 -1.015 0.102
H 3.65014 0.44366 -2.97925 -0.308 -0.837 1.174 0.098
H 4.61121 -0.67049 -0.11484 0.022 0.279 -1.513 0.135
H 6.73446 -1.40442 -1.91896 -1.335 -0.086 -0.051 0.081
H 5.43938 -2.52930 -1.29422 0.227 0.961 -1.106 0.073
H 5.23712 -1.72948 -2.97849 0.791 0.079 1.339 0.065
H 5.48970 1.39724 -2.27991 0.517 -0.201 1.345 0.083
H 5.57837 1.58786 -0.40975 0.016 -0.513 -1.171 0.076
H 6.84568 0.63054 -1.31323 -1.454 0.180 0.111 0.078
H 0.45067 -0.89026 -3.81113 1.265 -0.988 2.525 -0.134
H 0.41922 0.16924 -2.22126 0.754 -1.158 -0.315 0.049
H -1.07824 -2.68296 -2.67524 1.640 0.715 2.006 0.065
H -2.38324 -1.65316 -1.29092 0.979 -0.713 0.833 0.056
H -1.80887 -1.70689 0.24736 0.057 1.776 -0.003 0.119
C 0.52471 3.17254 -1.76722 -0.448 -0.159 0.482 -0.179
C 0.32560 4.65109 -1.47985 -0.220 0.034 -0.603 -0.165
O 1.57499 5.09634 -0.94991 0.453 -0.687 0.028 -0.183
S 2.77519 4.24701 -1.63266 0.078 0.285 -0.024 0.636
O 3.31414 5.01504 -2.71065 -0.131 -0.671 0.711 -0.214
O 3.58553 3.69513 -0.59333 -0.381 0.432 -0.674 -0.224
O 1.86279 3.06328 -2.26203 0.229 0.625 -0.006 -0.225
H 0.44936 2.57768 -0.85238 -0.062 0.015 -0.038 0.122
H -0.18607 2.79531 -2.50347 0.204 -0.032 -0.074 0.133
H -0.47939 4.83124 -0.76854 0.243 0.042 0.124 0.123
H 0.12983 5.20976 -2.39935 -0.076 -0.054 0.037 0.137
Br -1.50248 -0.64197 -3.55688 -5.103 3.532 -4.576 0.454
O -1.06418 -4.50859 -2.99119 0.163 0.650 -0.534 -0.426
Cl -1.00423 -5.91956 -2.63795 -0.699 -1.377 1.042 0.661
O 0.34254 -6.40607 -2.86312 0.184 0.350 -0.162 -0.384
O -1.93082 -6.65907 -3.46257 0.331 0.424 -0.005 -0.354
O -1.35279 -6.06779 -1.24628 0.303 0.410 -0.862 -0.348
Li 0.95153 0.10976 -4.99866 -0.577 0.272 -0.299 0.605
C 5.45459 -4.36122 2.05811 -0.250 -0.031 0.062 -0.144
O 4.97390 -3.37366 1.15337 -0.035 0.273 -0.165 -0.152
H 6.48359 -4.60439 1.79578 -0.088 0.094 -0.061 0.080
H 5.42461 -3.97426 3.07965 0.095 -0.161 0.056 0.076
H 4.84089 -5.26197 1.98360 0.131 -0.071 0.117 0.084
H 4.06455 -3.17577 1.40486 0.084 -0.065 -0.072 0.076
C -1.95659 1.68953 0.75495 0.160 0.142 0.086 -0.119
C -3.13134 1.55001 1.71978 0.242 0.045 -0.323 -0.226
C -4.27388 2.52715 1.43907 0.095 -0.045 0.520 -0.106
N -4.23440 3.79583 2.28543 -0.241 0.826 -0.216 -0.246
C -2.89693 4.47800 2.23275 -0.323 -0.359 0.047 0.011
C -5.30467 4.76750 1.76896 0.067 -0.321 -0.018 -0.102
C -6.54807 4.40278 2.54889 -0.231 -0.009 -0.183 -0.158
C -6.01338 4.13492 3.94167 -0.021 0.200 0.410 -0.157
C -4.64643 3.49237 3.74374 -0.283 -0.081 -0.922 -0.248
H -1.42682 2.63955 0.86821 -0.057 0.057 0.057 0.047
H -1.23751 0.88917 0.93303 -0.094 0.050 -0.184 0.065
H -2.29443 1.60925 -0.28108 0.088 -0.126 0.033 0.079
H -2.78128 1.61382 2.75282 -0.232 -0.008 0.037 0.082
H -3.52492 0.53712 1.58961 -0.037 0.101 0.095 0.115
H -5.22866 2.04771 1.66428 0.001 0.250 -0.012 0.132
H -4.28129 2.83185 0.39099 0.067 0.043 0.058 0.132
H -2.65007 4.66796 1.18829 0.070 -0.015 0.093 0.102
H -2.15517 3.84060 2.71114 -0.026 0.026 -0.163 0.107
H -2.96540 5.41703 2.78176 -0.059 -0.098 -0.051 0.109
H -4.98091 5.78231 2.00846 0.050 -0.131 0.001 0.133
H -5.40821 4.66105 0.68816 0.152 0.038 0.098 0.133
H -7.01997 3.50944 2.13197 0.013 0.077 -0.018 0.119
H -7.28538 5.20704 2.53586 0.063 -0.075 -0.090 0.126
H -6.68195 3.49472 4.51983 0.162 -0.021 0.011 0.118
H -5.90620 5.07389 4.49347 -0.094 -0.046 -0.063 0.121
H -4.68104 2.37564 3.89131 0.104 1.842 -0.830 -0.155
H -3.90242 3.91759 4.41682 0.090 -0.230 -0.184 0.112
Br -4.28414 1.16898 5.32453 0.234 -2.416 0.809 0.067
Li -5.11527 -0.87023 4.50715 0.269 0.243 0.304 0.614
O -5.21962 1.45537 8.08184 -0.151 0.224 0.617 -0.174
H -4.57066 1.62146 8.77569 -0.041 -0.092 -0.032 0.036
H -5.76747 2.24830 8.08032 0.006 -0.087 -0.015 0.025
O -1.87366 -7.66842 1.04722 -0.151 -0.276 0.644 -0.495
H -1.57880 -6.77739 0.85220 0.062 0.139 -0.231 -0.193
```
Forces are in eV/Å.



Across the entries above, orbital gap takes the values 10.5 1.3 eV, respectively.